Below is a structure of composition C9H9BeN2O5S, with properties calculated with ωB97M-V/def2-TZVPD.

Structure (XYZ):
```
27
Properties=species:S:1:pos:R:3:lowdin_charge:R:1
O 0.2060 2.7902 -2.9289 0.25
C 0.3731 2.6369 -1.7788 0.09
Be 0.5816 2.3679 -0.2745 0.00
O 0.8146 -0.6135 -1.0139 -0.05
C -0.1820 -0.2126 -0.1824 -0.31
C -0.5791 1.0835 0.0820 -0.39
O -1.6456 1.3896 0.6350 0.02
C 1.1049 -2.2183 -0.9418 -0.09
O 1.9993 -2.6784 -1.5290 0.22
C -0.6902 -1.3544 0.5074 -0.04
O -1.2391 -1.7051 1.5128 0.20
H 0.3022 -2.6653 -0.3866 0.12
S 1.4829 3.2591 1.2270 0.86
C 0.8450 2.5318 2.6914 -0.66
N 0.3770 3.3355 3.6577 0.04
C -0.4642 2.8227 4.7590 -0.13
C 0.0851 1.4763 5.2016 -0.15
C 0.2187 0.5198 4.0319 -0.13
N 0.8068 1.2101 2.8708 0.06
H 0.2795 4.3150 3.4020 0.14
H -1.5207 2.7345 4.4378 0.14
H -0.4218 3.5553 5.5743 0.13
H -0.5878 1.0369 5.9423 0.13
H 1.0631 1.6047 5.6845 0.13
H -0.7575 0.1199 3.7087 0.13
H 0.8576 -0.3359 4.2964 0.14
H 1.1766 0.6408 2.1172 0.13
```

HOMO = -11.803 eV
Frontier orbital gap = 6.73 eV
Energy relative to the best compared isomer or geometry (same formula, charge and spin) = 49.3 kcal/mol
Molar mass = 266.259 g/mol
Total charge = +1
Energy = -1246.678608 Ha

---

Below is an isolated molecule of C9H9BrN2S, with properties calculated with ωB97M-V/def2-TZVPD.

Structure (XYZ):
```
22
Properties=species:S:1:pos:R:3:lowdin_charge:R:1
C -0.1362 -0.0219 -2.7831 -0.05
C -0.6635 -0.6866 -1.4808 -0.79
C -0.1010 -0.2602 -0.1488 -0.23
C 0.5576 0.8945 0.0801 -0.07
C 1.0415 1.2014 1.3960 -0.04
C 0.7557 0.3504 2.4722 -0.11
C -0.0908 -0.6580 2.2376 -0.11
C -0.5074 -1.0317 0.9849 -0.04
S -1.2408 -2.3605 -1.7171 0.91
N -2.0643 -0.6152 -1.5663 -0.24
N -2.9332 -0.1532 -0.7346 -0.05
C -3.2093 1.0837 -0.4325 -0.57
Br -2.2192 2.5700 -0.9933 0.74
H -0.1709 1.0005 -2.6743 0.02
H -0.8090 -0.3755 -3.4863 0.04
H 0.8891 -0.3980 -3.0049 0.11
H 0.6898 1.4360 -0.8436 0.09
H 1.7604 1.9561 1.6054 0.09
H 1.1711 0.6481 3.4385 0.11
H -0.3235 -1.1154 3.2205 0.12
H -1.2045 -1.8166 0.7641 0.06
H -4.1018 1.2930 0.0258 0.02
```

HOMO = -8.666 eV
Frontier orbital gap = 8.52 eV
Energy relative to the best compared isomer or geometry (same formula, charge and spin) = 101.0 kcal/mol
Molar mass = 257.156 g/mol
SMILES = C[C@]1(c2ccccc2)SN1/N=C\Br
Energy = -3429.919519 Ha

---

Below is a structure of composition C9H9ClIN2OPS2, with properties calculated with ωB97M-V/def2-TZVPD.

Structure (XYZ):
```
26
Properties=species:S:1:pos:R:3:lowdin_charge:R:1
O -3.6256 -1.6345 0.3967 -0.38
P -3.4327 -1.0835 -1.1343 0.54
Cl -4.9737 0.2865 -1.2161 0.24
C -1.8757 -0.0904 -0.9432 -0.35
C -0.6995 -0.7050 -0.5945 -0.52
S -0.6572 -2.4736 -0.3394 0.84
C 0.5487 -0.0084 -0.4354 -0.22
C 1.7776 -0.7903 -0.0160 -0.21
C 2.7289 -0.0606 0.9381 -0.30
C 2.5640 -0.4258 2.4056 -0.65
I 2.8053 -2.5045 2.8179 0.79
C 0.6037 1.3197 -0.6788 0.03
C -0.5518 2.0228 -1.0819 -0.36
N -0.6403 3.3092 -1.3801 -0.23
S -2.1688 3.5875 -1.7905 1.02
N -2.7745 2.1197 -1.6130 -0.30
C -1.7938 1.3184 -1.2116 -0.37
H -3.0035 -1.1633 0.9678 0.05
H -1.4794 -2.8266 -1.3435 -0.13
H 1.4449 -1.7110 0.4499 -0.02
H 2.3232 -1.0947 -0.9057 0.13
H 3.7526 -0.2898 0.6505 0.11
H 2.6268 1.0177 0.8721 0.09
H 1.6284 -0.0575 2.8106 0.05
H 3.3447 0.0712 2.9691 0.04
H 1.5277 1.8667 -0.5946 0.12
```

HOMO = -8.801 eV
Frontier orbital gap = 7.82 eV
Molar mass = 418.649 g/mol
Energy = -2428.757524 Ha

---

Below is a cluster of 2 separate species, C9H9ClSi in total, with properties calculated with ωB97M-V/def2-TZVPD.

Structure (XYZ):
```
20
Properties=species:S:1:pos:R:3:lowdin_charge:R:1
C -1.7969 -1.5054 -2.6675 0.04
C -1.2656 -2.0913 -1.7716 -0.28
C 1.3294 2.8588 0.2477 -0.14
C 0.4745 2.3739 1.2145 -0.12
C 1.9184 2.0189 -0.6456 -0.09
C 0.0383 1.0767 1.1632 -0.12
C 1.5673 0.6269 -0.6497 -0.18
C 0.5975 0.2818 0.1565 -0.11
C -0.2729 -3.4929 1.0353 -0.24
Si 0.0218 -2.4570 -0.5522 0.28
Cl 1.7127 -2.8496 -1.6009 0.34
H -2.3683 -1.2219 -3.5140 0.03
H 1.4262 3.8875 -0.0368 0.10
H 0.0560 3.0465 1.9705 0.11
H 2.5684 2.4320 -1.5149 0.13
H -0.7383 0.7883 1.8984 0.10
H 1.7869 -0.0483 -1.4902 0.06
H 0.0958 -4.5482 0.7797 0.05
H 0.4107 -3.0109 1.7977 0.04
H -1.2909 -3.3234 1.4220 0.03
```

HOMO = -7.793 eV
Frontier orbital gap = 7.89 eV
Energy relative to the best compared isomer or geometry (same formula, charge and spin) = 76.9 kcal/mol
Molar mass = 180.710 g/mol
Energy = -1097.902262 Ha

---

- Among the records above, which one has the highest energy?
  C9H9ClSi

---

- Which of these has the highest frontier orbital gap?
  C9H9BrN2S

---

- Among the records above, which one has the highest frontier orbital gap?
  C9H9BrN2S

---

- molar mass of number 4 (C9H9ClSi)?
  180.710 g/mol